[1]
DFT (ωB97M-V/def2-TZVPD) results for a structure of composition C37H29BrClN3O3PRuS in a non-equilibrium geometry.

Geometry as ORCA input:
```
! RIJCOSX wB97M-V def2-TZVPD def2/J DEFGRID3
* xyz 2 2
Ru 0.273 -0.119 -0.713
C 1.420 2.585 0.780
O 1.616 1.154 0.705
C 2.910 0.679 0.814
C 4.039 1.461 0.883
C 5.276 0.827 0.981
Br 6.833 1.877 1.055
C 5.374 -0.545 1.002
C 4.218 -1.327 0.913
C 2.982 -0.696 0.829
O 1.791 -1.364 0.709
C 4.253 -2.794 0.867
N 3.158 -3.521 0.838
C 3.569 -4.850 0.754
C 2.826 -6.025 0.692
C 3.521 -7.213 0.585
C 4.925 -7.239 0.538
C 5.670 -6.080 0.600
C 4.958 -4.889 0.722
N 5.365 -3.562 0.801
H 1.826 3.072 -0.105
H 1.885 2.970 1.684
H 0.348 2.743 0.827
H 3.991 2.540 0.851
H 6.351 -1.003 1.083
H 2.036 -2.396 0.747
H 1.744 -5.998 0.733
H 2.980 -8.150 0.540
H 5.431 -8.191 0.451
H 6.751 -6.099 0.554
H 6.317 -3.238 0.829
O 0.882 1.340 -2.037
N 0.181 1.458 -3.171
C 0.791 1.957 -4.266
C 0.100 2.060 -5.444
C -1.236 1.658 -5.491
C -1.835 1.179 -4.345
C -1.092 1.079 -3.174
S -1.701 0.459 -1.682
H 1.820 2.252 -4.126
H 0.604 2.451 -6.316
H -1.798 1.730 -6.413
H -2.871 0.868 -4.325
Cl -1.174 -1.591 0.682
C -0.887 -3.211 0.073
C -1.460 -4.252 0.777
C -1.309 -5.543 0.295
C -0.626 -5.770 -0.895
C -0.073 -4.706 -1.587
C -0.170 -3.403 -1.088
P 0.530 -2.031 -2.031
C -0.195 -2.242 -3.661
C -1.590 -2.189 -3.784
C -2.179 -2.397 -5.018
C -1.383 -2.650 -6.133
C -0.002 -2.677 -6.017
C 0.601 -2.464 -4.783
C 2.313 -2.217 -2.226
C 3.070 -1.043 -2.296
C 4.439 -1.106 -2.524
C 5.055 -2.339 -2.685
C 4.307 -3.509 -2.612
C 2.942 -3.454 -2.382
H -2.032 -4.058 1.676
H -1.744 -6.369 0.842
H -0.540 -6.773 -1.292
H 0.415 -4.880 -2.537
H -2.205 -1.996 -2.915
H -3.257 -2.371 -5.115
H -1.846 -2.826 -7.096
H 0.613 -2.872 -6.887
H 1.680 -2.482 -4.698
H 2.594 -0.078 -2.198
H 5.021 -0.194 -2.581
H 6.120 -2.391 -2.879
H 4.789 -4.471 -2.737
H 2.384 -4.377 -2.315
*
```

The HOMO energy (spin up / spin down) is -13.028 / -13.032 eV.

Atomic partial charges in e from the Mulliken method, atoms 1 to 8: -0.207 -1.157 -0.501 1.504 -0.282 -1.004 -0.148 -0.337

=====

[2]
DFT (ωB97M-V/def2-TZVPD) results for a structure of composition C11H17BIrN6O3S in a non-equilibrium geometry.

Geometry as ORCA input:
```
! RIJCOSX wB97M-V def2-TZVPD def2/J DEFGRID3
* xyz 2 6
H 0.614 3.055 1.098
N 0.420 1.749 -0.498
B 0.121 0.549 -2.703
N 0.439 1.846 -1.872
C 0.812 3.108 -2.194
Ir 0.055 0.152 0.465
H 0.920 3.316 -3.250
C 0.926 3.855 -1.003
H 1.202 4.897 -0.905
C 0.629 2.991 0.033
H 0.217 0.729 -3.889
C -2.301 -2.029 2.686
H -1.278 -1.949 3.144
H -2.126 -1.782 1.584
H -2.663 -3.064 2.745
N -1.309 0.116 -2.197
N 1.025 -0.600 -2.197
N -1.528 -0.072 -0.842
N 1.159 -0.758 -0.829
C -2.463 -0.071 -2.868
C 1.880 -1.455 -2.780
H -2.415 0.089 -3.955
H 1.936 -1.460 -3.850
C -3.455 -0.429 -1.945
C 2.512 -2.231 -1.808
C -2.818 -0.429 -0.688
C 2.027 -1.805 -0.577
H -4.481 -0.654 -2.149
H 3.228 -3.024 -1.928
H -3.182 -0.649 0.311
H 2.258 -2.022 0.454
H -3.115 -1.502 3.175
C 1.541 -0.717 4.276
S 1.110 0.605 3.157
O -0.338 0.827 3.176
O 1.986 1.746 3.321
O 1.470 -0.094 1.751
H 1.330 -0.328 5.283
H 2.626 -0.846 4.185
H 1.026 -1.663 4.085
*
```

The HOMO energy (spin up / spin down) is -14.417 / -16.294 eV.

Atomic partial charges in e from the Mulliken method, atoms 1 to 8: 0.476 -0.568 0.177 0.093 0.005 1.718 0.509 -1.013

=====

[3]
DFT (ωB97M-V/def2-TZVPD) results for the molecule C4H8NO3 in a non-equilibrium geometry.

Geometry as ORCA input:
```
! RIJCOSX wB97M-V def2-TZVPD def2/J DEFGRID3
* xyz 0 2
O -1.925 -1.800 -0.145
C -1.320 -0.895 -0.647
O -1.489 -0.539 -1.952
C -0.461 0.088 0.107
C 0.574 -0.595 0.931
C 1.646 0.262 1.491
O 1.919 1.385 1.094
N 0.119 1.109 -0.810
H -2.214 -1.081 -2.305
H -1.129 0.673 0.759
H 0.085 -0.986 1.831
H 1.060 -1.456 0.453
H 2.251 -0.255 2.257
H -0.572 1.828 -1.104
H 0.897 1.593 -0.316
H 0.558 0.670 -1.642
*
```

The HOMO energy (spin up / spin down) is -3.664 / -8.903 eV.

Atomic partial charges in e from the Mulliken method, atoms 1 to 8: -0.455 0.042 -0.309 0.048 -0.693 -0.357 -0.563 -0.295